Here is a single C5H8BrN3 molecule at a distorted geometry from the OMol25 dataset. Energies are from the ωB97M-V functional and the def2-TZVPD basis.

* HOMO energy: -0.283 Ha
* molar mass: 190.0 g mol⁻¹
* energy above the lowest of the compared OMol25 structures with the same formula, charge and spin: 28.10 kcal per mole

Each atom is followed by the atoms it is bonded to, with distances in Å.
Element x y z (Å)
1 C -1.985 -1.770 -0.084  C2 1.324, N7 1.362, H10 1.102
2 C -1.754 -0.466 -0.059  C1 1.324, C3 1.600, Br9 1.905
3 C -0.165 -0.318 0.067  C2 1.600, N6 1.302, N8 1.385
4 C 0.364 2.051 0.310  N8 1.446, H11 1.106, H12 1.124, H13 1.249
5 C 2.048 0.311 -0.280  N8 1.391, H14 1.080, H15 1.091, H16 1.013
6 N 0.241 -1.554 0.014  C3 1.302, N7 1.318
7 N -0.771 -2.387 -0.117  C1 1.362, N6 1.318, H17 1.005
8 N 0.727 0.723 -0.131  C3 1.385, C4 1.446, C5 1.391
9 Br -3.181 0.792 -0.159  C2 1.905
10 H -2.967 -2.236 0.095  C1 1.102
11 H 1.051 2.820 -0.091  C4 1.106
12 H -0.702 2.357 0.129  C4 1.124
13 H 0.580 2.257 1.523  C4 1.249
14 H 2.586 1.036 -0.874  C5 1.080
15 H 2.478 0.323 0.722  C5 1.091
16 H 2.009 -0.590 -0.742  C5 1.013
17 H -0.559 -3.348 -0.323  N7 1.005

Atomic partial charges in e from the Mulliken method, atoms 1 to 4: C -0.3451; C -0.1711; C 0.6908; C -0.6924